# C45H95IN4O12P3S2

4 unconnected molecules or ions with the total composition C45H95IN4O12P3S2 in a non-equilibrium geometry (ωB97M-V with the def2-TZVPD basis set, OMol25).

Properties
Total charge: +1
LUMO level, eV: -2.12
HOMO energy, eV: -9.99
Electronic energy, a.u.: -5011.61536
2S+1: 1
Frontier orbital gap, eV: 7.87
Maximum force, eV Å⁻¹: 7.56

Structure (XYZ):
```
162
Properties=species:S:1:pos:R:3:forces:R:3:lowdin_charge:R:1
C 8.6942 -2.7309 2.1739 0.0805 0.2801 -0.7366 -0.1111
C 7.9487 -1.9188 1.1013 -0.4093 -0.2774 0.7389 -0.2477
C 6.8348 -1.0428 1.7242 0.5414 0.6394 -0.3965 -0.1645
C 7.0314 0.4747 1.4675 -0.3106 -0.6745 0.7451 -0.1894
N 5.7718 1.1206 1.0250 0.6457 0.6176 0.0560 -0.2139
C 5.1638 1.8742 2.1372 -0.0360 0.3217 0.0870 -0.2133
C 4.0161 2.7743 1.7115 -0.6485 -0.3420 0.4503 -0.1826
C 2.7923 1.9818 1.2072 0.4297 0.0556 -0.0476 -0.1803
C 1.7428 1.6772 2.2933 0.2348 0.2603 -0.5535 -0.1189
C 0.3312 1.9922 1.8159 -0.4787 -0.0604 0.9253 -0.2993
N -0.5800 2.0152 2.9760 -0.1256 0.2985 -0.5865 0.0355
C -1.9992 2.2374 2.6187 0.0393 -0.1301 0.5109 -0.2919
C -2.9756 1.2152 3.2931 0.5809 0.4578 0.0135 -0.2444
C -2.3583 0.2817 4.3271 -1.0216 -1.1255 -0.2729 -0.8011
C -3.3164 -0.9247 4.5538 0.1833 0.3140 0.3208 -0.1522
I -2.0485 1.3029 6.1722 0.2959 0.2270 0.0104 0.8779
C -2.2610 2.3834 1.1112 -0.7029 -0.0852 0.5028 -0.0467
N -1.4621 1.4607 0.2280 0.1771 0.5716 -0.1603 0.1385
C -0.1820 0.9543 0.8418 1.3063 -0.1379 0.0164 -0.2079
C -0.3715 -0.4645 1.3753 -1.1745 0.2845 -0.4428 -0.1092
C -0.4532 -1.4101 0.1750 0.0145 -0.7897 1.1140 -0.1842
C 0.9156 -1.9253 -0.2693 -0.2178 -0.1131 -0.5043 -0.1504
C 0.9459 -1.9997 -1.7992 -0.0320 0.6179 0.5888 -0.1098
N 0.9660 -0.6141 -2.2741 0.3360 -1.1651 -0.3676 -0.1248
C 2.0954 0.1502 -2.2955 -0.3537 0.4332 -0.1121 -0.1107
C 1.7340 1.3955 -2.7439 0.2952 0.3852 0.0991 -0.1001
C 0.3479 1.3729 -3.0122 -0.5718 0.0122 0.1625 -0.1035
C -0.1034 0.1052 -2.7166 0.1680 0.2413 0.1280 -0.1247
C 6.0521 1.9716 -0.0862 -0.1908 -0.3586 -0.3877 -1.0744
S 5.2790 1.7512 -1.4871 0.0068 0.0587 -0.0411 0.7843
S 7.2060 3.3245 0.1448 0.0738 0.1579 0.4263 0.8836
C 8.7299 2.9260 -0.7832 -0.0755 0.1438 -0.6052 -0.4715
C 8.5962 2.1598 -2.0961 0.5753 -0.3432 -0.1944 -0.3150
C 8.6814 0.6330 -1.9486 -0.0880 0.3873 0.4639 -0.1129
H 9.2846 -3.5063 1.6862 0.0169 -0.1430 0.1893 0.0684
H 7.9911 -3.1769 2.8736 0.1042 -0.1104 0.0932 0.0690
H 9.3923 -2.0734 2.6923 -0.0891 -0.0810 0.2869 0.0744
H 8.6826 -1.3026 0.5837 -0.1129 -0.0201 -0.2595 0.0842
H 7.4778 -2.6037 0.3965 0.2130 0.0286 -0.2104 0.1014
H 6.8433 -1.1976 2.8031 -0.2766 -0.1214 0.0170 0.0993
H 5.8553 -1.2931 1.3207 -0.0210 -0.1988 0.1048 0.1045
H 7.8345 0.6325 0.7519 -0.1399 0.0456 -0.2035 0.0798
H 7.3559 0.9237 2.4109 0.1364 0.2571 -0.1446 0.1170
H 4.8032 1.1519 2.8748 0.0024 -0.1253 -0.0835 0.1336
H 5.9127 2.4869 2.6570 0.1206 -0.0096 -0.1204 0.1087
H 3.7044 3.3222 2.6048 0.1018 0.1781 -0.0506 0.1110
H 4.3037 3.5301 0.9822 0.2196 -0.0776 -0.0417 0.0972
H 3.1608 1.0385 0.7971 -0.0613 0.0573 -0.2424 0.0950
H 2.3650 2.5482 0.3759 -0.2315 -0.1078 0.0232 0.1093
H 1.9233 2.2920 3.1772 0.0086 -0.0364 0.0584 0.1177
H 1.8302 0.6321 2.5843 -0.1441 0.0265 0.2787 0.1126
H 0.3621 2.9938 1.3595 0.0630 -0.1298 -0.3597 0.1530
H -0.2964 2.8182 3.5249 0.0846 -0.2413 0.3073 0.0754
H -2.2781 3.2042 3.0427 -0.0437 0.0912 -0.1651 0.1351
H -3.7244 1.8074 3.8213 -0.2215 -0.1005 -0.1477 0.0980
H -3.5290 0.6412 2.5435 0.2132 -0.1929 -0.0533 0.1046
H -1.4150 -0.1478 4.0180 0.3215 0.5544 0.0792 0.0441
H -2.8471 -1.8461 4.2100 -0.0689 -0.0101 -0.1464 0.0746
H -4.2577 -0.7726 4.0288 -0.0535 -0.0962 0.0052 0.0708
H -3.5456 -1.0628 5.6065 -0.0561 -0.0712 0.0089 0.0370
H -2.1257 3.4126 0.7926 0.4209 -0.0832 -0.1931 0.1344
H -3.3102 2.1494 0.9385 -0.0190 0.0628 -0.1270 0.1340
H -2.0361 0.6936 -0.1218 0.0249 -0.0852 0.0997 0.1675
H -1.1898 1.9915 -0.6030 -0.0230 -0.1569 -0.1553 0.1693
H 0.5541 0.9040 0.0307 -0.2003 0.0488 -0.1896 0.1412
H 0.3874 -0.7593 2.0927 0.1678 0.1034 -0.0850 0.1270
H -1.3287 -0.5206 1.9034 0.0719 0.1300 0.1750 0.1076
H -1.0707 -2.2627 0.4674 -0.0251 -0.0552 -0.1436 0.1204
H -0.9932 -0.9215 -0.6357 0.1297 -0.0518 -0.1376 0.0750
H 1.7006 -1.2421 0.0643 0.0959 -0.0326 -0.0614 0.1086
H 1.1337 -2.9055 0.1556 -0.0995 0.0152 0.1249 0.1226
H 1.8130 -2.5523 -2.1520 0.0356 0.1326 -0.2004 0.1293
H 0.0380 -2.4771 -2.1655 0.0615 -0.0879 -0.1121 0.1252
H 3.0629 -0.2152 -1.9977 -0.0154 -0.1365 0.0510 0.0933
H 2.3985 2.2360 -2.8548 0.0286 0.0055 -0.0682 0.0867
H -0.2902 2.1660 -3.3672 0.1547 0.1070 -0.1488 0.0945
H -1.0900 -0.3253 -2.7640 0.0021 -0.0702 -0.1839 0.1049
H 9.1355 3.9098 -1.0206 -0.1569 0.1324 0.1682 0.0680
H 9.4592 2.4544 -0.1250 -0.1813 -0.1756 0.1213 0.0737
H 9.4599 2.4515 -2.6999 -0.0117 0.1427 0.0162 0.1062
H 7.7197 2.4719 -2.6603 -0.0901 0.0082 0.0829 0.0699
H 9.3225 0.4135 -1.0912 0.0839 -0.1567 -0.0697 0.0610
H 9.1406 0.1726 -2.8195 -0.1870 -0.0715 -0.1022 0.0746
H 7.7100 0.1873 -1.7408 0.0089 -0.1395 -0.1291 0.0425
O 1.3890 5.9282 1.8306 -0.5999 0.4424 -1.8836 -0.2350
P 0.9281 7.2346 2.3267 0.3208 -0.2379 4.2381 0.4289
O 2.1163 8.1592 2.8166 -0.1351 0.0598 -0.6616 -0.1660
C 3.1601 8.5464 1.9025 0.3117 0.1610 -0.2051 -0.2553
C 2.7260 9.6789 0.9946 -0.2186 -0.0689 0.0174 -0.0750
O 0.2277 6.9294 3.7660 -0.0922 0.1582 -0.5256 -0.1954
C -0.1626 5.6064 4.1058 -0.0028 -0.2040 0.3316 -0.3059
C 0.7792 5.0235 5.1377 0.1237 0.0248 -0.0355 -0.0592
O -0.1143 8.3153 1.8408 0.2193 -0.5008 -1.4069 -0.1761
C -1.5339 8.0418 1.8490 -0.2617 0.1323 -0.1210 -0.2469
C -2.1923 8.9113 2.8916 0.1219 0.0715 0.1880 -0.0620
H 3.4836 7.6783 1.3236 -0.0600 -0.0502 0.0581 0.1126
H 3.9968 8.8610 2.5229 -0.0731 -0.0479 0.1181 0.1206
H 1.9449 9.3535 0.3051 0.0383 0.0032 -0.0296 0.0705
H 3.5715 10.0388 0.4086 0.0215 -0.0193 0.0184 0.0818
H 2.3214 10.5036 1.5805 0.0741 0.0291 0.0182 0.0850
H -0.2021 4.9779 3.2113 0.0992 0.0513 -0.0322 0.0779
H -1.1759 5.6611 4.5156 0.0114 0.0982 -0.0007 0.1223
H 1.8085 5.0306 4.7768 -0.0352 -0.0290 -0.1247 0.0817
H 0.4980 3.9957 5.3706 -0.0321 -0.0649 0.1200 0.0557
H 0.7539 5.6129 6.0537 -0.0685 -0.0396 0.0197 0.0849
H -1.7295 6.9829 2.0292 0.1214 -0.0278 0.0570 0.1068
H -1.9126 8.2853 0.8567 0.1213 -0.0306 -0.0495 0.1207
H -1.8046 8.6870 3.8842 -0.0071 -0.0890 -0.0074 0.0778
H -3.2716 8.7568 2.8903 -0.0031 0.0044 -0.0452 0.0835
H -1.9855 9.9623 2.6915 -0.0603 -0.0043 -0.0756 0.0858
O -4.7867 0.4625 -3.0181 -0.0161 1.5988 -1.1679 -0.2478
P -5.6764 -0.2467 -3.9545 -0.1979 -3.9891 1.5291 0.4253
O -7.1189 -0.4933 -3.3398 0.0506 0.5865 -0.2937 -0.1702
C -7.9352 0.6198 -2.9365 -0.2716 0.2276 0.0828 -0.2626
C -8.6132 1.2840 -4.1178 0.1650 -0.0497 -0.1266 -0.0755
O -5.1434 -1.7826 -3.9863 -0.0878 0.4745 -0.2546 -0.1970
C -3.8287 -2.0946 -3.5409 0.2820 -0.2857 0.2205 -0.2977
C -3.8729 -2.7692 -2.1866 -0.1237 -0.0056 0.1185 -0.0652
O -6.0226 -0.1334 -5.4869 0.4089 1.4827 0.0584 -0.1769
C -5.0476 -0.4773 -6.5030 0.0650 0.0276 -0.3211 -0.2390
C -5.5101 -1.7221 -7.2186 -0.1588 -0.1514 0.1173 -0.0630
H -7.3304 1.3368 -2.3757 0.0651 -0.0613 -0.0108 0.1098
H -8.6807 0.2115 -2.2565 0.0667 -0.1202 -0.0031 0.1192
H -7.8843 1.7743 -4.7653 -0.0190 0.0330 0.0191 0.0709
H -9.3246 2.0345 -3.7734 0.0006 -0.0117 0.0304 0.0809
H -9.1391 0.5441 -4.7202 -0.0624 -0.0025 0.0489 0.0853
H -3.2104 -1.1963 -3.5070 -0.0759 0.0583 0.0129 0.0809
H -3.3867 -2.7699 -4.2777 -0.1028 -0.0009 -0.0473 0.1235
H -4.3810 -2.1352 -1.4572 0.0468 0.0834 -0.0345 0.0769
H -2.8650 -2.9860 -1.8238 0.0012 -0.0480 -0.0479 0.0621
H -4.4241 -3.7072 -2.2479 0.0715 -0.0436 0.0000 0.0791
H -4.0560 -0.6094 -6.0680 -0.0455 -0.0114 0.1272 0.1128
H -4.9969 0.3629 -7.1943 -0.0397 0.0858 0.1085 0.1214
H -5.5819 -2.5619 -6.5290 0.0844 0.0115 0.0369 0.0772
H -4.8161 -1.9797 -8.0186 0.0051 0.0436 -0.0140 0.0844
H -6.5006 -1.5665 -7.6459 0.0405 0.0565 -0.0693 0.0845
O -3.0346 -6.7788 -2.0445 -3.4939 0.2258 -1.1987 -0.2316
P -3.4695 -7.9568 -1.2412 6.8218 -0.9376 3.1168 0.5539
O -2.6374 -7.5835 0.1371 -0.4951 -0.0822 0.0959 -0.2201
C -2.9973 -6.4399 0.8990 0.0416 0.0675 0.0026 -0.3035
C -4.2162 -6.6832 1.7724 -0.0580 -0.0426 -0.0993 -0.0828
O -2.5236 -9.1482 -1.8022 -1.1059 -0.1966 -0.3449 -0.2104
C -2.1428 -9.2129 -3.1829 0.2940 0.0022 -0.2041 -0.2831
C -0.6930 -8.8154 -3.3433 0.0959 0.0567 0.1390 -0.0720
O -4.4077 -8.9298 -0.3717 -1.9030 0.8310 -1.6654 -0.1981
C -5.0099 -10.1206 -0.9410 -0.3590 -0.1855 0.0195 -0.2497
C -4.3736 -11.3284 -0.2983 0.2375 0.0402 0.1170 -0.0632
H -3.1613 -5.5852 0.2324 0.0236 -0.0022 -0.0008 0.0966
H -2.1333 -6.2117 1.5255 0.0324 -0.0360 -0.0292 0.1136
H -5.1127 -6.8243 1.1661 -0.0124 0.0370 0.0231 0.0672
H -4.3849 -5.8356 2.4390 0.0139 0.0055 -0.0032 0.0727
H -4.0818 -7.5846 2.3695 0.0384 0.0255 0.0424 0.0812
H -2.7889 -8.5864 -3.7982 0.0076 0.1038 0.0939 0.1065
H -2.2876 -10.2475 -3.5012 -0.0388 -0.0108 0.0879 0.1177
H -0.5274 -7.8096 -2.9574 -0.0802 0.0366 -0.0586 0.0751
H -0.3984 -8.8431 -4.3930 -0.0209 -0.0262 -0.0035 0.0790
H -0.0502 -9.4938 -2.7816 -0.0068 -0.0339 -0.0343 0.0796
H -4.9019 -10.1408 -2.0256 0.1118 0.0598 0.0025 0.1119
H -6.0754 -10.0863 -0.7139 0.0105 0.1248 -0.0031 0.1181
H -3.3051 -11.3596 -0.5050 -0.0106 0.0166 -0.0929 0.0774
H -4.8333 -12.2431 -0.6726 -0.0469 0.0196 0.0026 0.0841
H -4.4945 -11.2892 0.7844 -0.0950 -0.0232 -0.0113 0.0841
```
Forces are in eV/Å.